(1)
This record from OMol25 describes 9 unconnected molecules or ions with the total composition C15H48ClN12O12. The level of theory is ωB97M-V/def2-TZVPD.

Each line ends with the Mulliken charge.
Geometry (Å):
Cl  18.778  -1.211  7.854  1.61
O  17.416  -1.510  7.454  -0.70
O  18.628  -0.291  8.939  -0.65
O  19.373  -2.466  8.204  -0.62
O  19.462  -0.578  6.799  -0.66
C  22.214  -2.357  11.857  -0.96
C  23.455  -3.071  12.474  -0.13
O  22.990  -4.010  13.407  -0.52
H  21.624  -1.653  12.444  0.32
H  21.415  -3.005  11.500  0.18
H  22.532  -1.743  11.014  0.30
H  24.092  -2.331  12.957  0.28
H  23.976  -3.643  11.707  0.23
H  22.284  -4.520  13.002  0.30
C  18.948  5.593  8.274  0.59
O  18.636  6.688  8.058  -0.61
N  18.482  4.802  9.211  -0.37
N  19.822  4.935  7.665  -0.37
H  17.699  5.175  9.730  0.17
H  18.668  3.831  9.416  0.18
H  19.726  3.931  7.624  0.20
H  20.254  5.475  6.928  0.21
C  22.433  2.940  4.091  0.68
O  22.998  3.455  3.153  -0.69
N  21.174  2.564  4.031  -0.36
N  22.950  2.719  5.210  -0.37
H  20.931  1.862  4.717  0.14
H  20.598  2.897  3.271  0.19
H  23.950  2.860  5.231  0.24
H  22.546  2.029  5.828  0.18
C  16.694  1.962  13.622  0.67
O  16.386  2.858  12.909  -0.63
N  17.426  0.957  13.294  -0.34
N  16.418  2.041  14.945  -0.45
H  17.784  0.797  12.363  0.21
H  17.489  0.263  14.025  0.15
H  16.949  1.455  15.574  0.16
H  15.964  2.891  15.247  0.23
C  16.130  -5.878  10.371  0.68
O  15.336  -6.445  11.035  -0.66
N  16.701  -4.829  10.886  -0.39
N  16.582  -6.208  9.161  -0.26
H  17.479  -4.388  10.417  0.17
H  16.529  -4.899  11.879  0.22
H  17.272  -5.718  8.610  0.13
H  16.118  -6.947  8.652  0.13
C  21.958  -6.909  10.073  0.78
O  22.344  -8.011  10.355  -0.68
N  22.332  -6.109  9.144  -0.35
N  20.850  -6.429  10.500  -0.30
H  21.828  -5.254  8.957  0.13
H  22.955  -6.353  8.387  0.21
H  20.234  -7.024  11.035  0.20
H  20.500  -5.662  9.943  0.02
C  13.087  -0.029  10.386  -1.34
C  12.069  -1.177  10.354  0.36
C  10.569  -0.755  10.279  -0.78
O  10.147  0.170  11.276  -0.35
C  10.390  -0.146  12.590  -0.69
N  12.453  -2.023  9.200  -0.72
H  12.841  0.587  11.250  0.33
H  12.975  0.581  9.490  0.37
H  14.055  -0.421  10.695  0.39
H  12.090  -1.660  11.330  0.34
H  9.854  -1.550  10.067  0.36
H  10.455  -0.121  9.399  0.27
H  9.842  -1.062  12.812  0.31
H  9.825  0.590  13.163  0.26
H  11.423  -0.233  12.928  0.26
H  13.107  -2.680  9.601  0.28
H  12.977  -1.456  8.549  0.34
C  16.167  -9.246  3.704  -1.47
C  15.804  -7.804  3.873  0.57
C  17.100  -7.049  4.209  -0.85
O  17.554  -7.742  5.308  -0.28
C  18.940  -7.602  5.585  -0.88
N  15.332  -7.336  2.596  -0.77
H  15.300  -9.764  3.295  0.42
H  16.311  -9.797  4.633  0.32
H  17.037  -9.426  3.074  0.25
H  14.960  -7.776  4.561  0.34
H  16.962  -5.983  4.392  0.41
H  17.854  -7.259  3.451  0.43
H  19.356  -8.205  6.392  0.28
H  19.152  -6.581  5.900  0.33
H  19.615  -7.932  4.796  0.36
H  15.929  -6.625  2.195  0.26
H  14.557  -6.718  2.789  0.27

Atomic forces in eV per Å
Cl -4.14 -0.28 0.09
O 0.03 -0.29 -0.64
O 1.25 0.30 1.41
O 1.33 -0.46 0.75
O 1.65 0.62 -1.47
C 0.41 0.64 -0.66
C -2.23 0.27 -0.70
O 0.27 -0.34 1.32
H 0.61 -0.02 0.88
H 0.41 -0.63 -0.25
H 0.03 -0.12 -0.30
H 0.12 -0.32 0.09
H 0.35 0.50 -0.32
H 0.01 -0.04 -0.10
C -1.47 -2.33 2.58
O -1.82 6.18 -0.76
N -3.96 -0.94 4.60
N 6.11 -2.76 -5.31
H 0.06 -0.20 0.05
H 0.33 0.39 -0.45
H 0.52 0.35 -0.38
H 0.21 -0.77 -0.33
C -1.64 1.29 -5.20
O 1.07 1.20 -1.20
N -2.81 -0.92 -0.08
N 4.20 -1.35 6.32
H -1.12 0.24 -0.55
H 0.07 -0.63 0.29
H -0.13 -0.22 0.32
H 0.29 0.31 0.16
C -0.40 2.39 1.51
O -1.23 2.29 -2.58
N 2.13 -3.95 -0.42
N -0.58 -0.55 1.65
H -0.29 0.02 0.21
H 0.47 -0.38 -0.81
H -0.37 0.53 0.24
H 0.29 -0.35 0.09
C 1.23 0.19 -1.60
O -3.30 -3.04 1.38
N 1.67 2.88 1.38
N 0.06 -1.62 -2.71
H -0.06 0.27 0.66
H 0.68 1.05 0.03
H -0.26 0.28 0.48
H 0.00 0.13 0.27
C -0.33 -3.17 -0.18
O 1.84 -1.65 0.58
N 4.14 3.51 -5.33
N -5.41 2.01 3.48
H 0.35 -0.22 0.04
H 0.18 -0.26 0.60
H 0.06 0.35 -0.08
H -0.89 -0.41 0.88
C -1.54 0.16 1.80
C -0.51 0.63 -0.31
C 0.86 1.70 -1.42
O 0.51 0.21 -1.06
C -1.47 -0.61 1.00
N -0.81 -0.62 1.17
H -0.16 0.57 -0.09
H 0.67 -0.10 -0.03
H 0.25 0.03 -0.99
H 0.67 -0.84 -0.23
H 0.18 -0.61 0.76
H 0.17 -0.07 -0.45
H 0.29 -0.64 0.33
H 0.51 0.31 0.23
H 0.15 0.19 -0.19
H 0.20 -0.37 -0.47
H 0.06 0.03 -0.06
C -0.61 -1.82 0.46
C 1.20 -0.04 -0.94
C -0.77 -0.90 0.44
O 1.76 -0.78 2.58
C 0.35 0.41 0.39
N -1.33 1.43 -0.98
H 0.03 0.07 -0.54
H 0.36 0.38 0.24
H -0.05 0.18 -0.15
H 0.46 0.53 0.55
H 0.05 0.24 -0.03
H -0.30 0.51 -0.89
H -1.14 -0.39 0.48
H 0.20 0.29 -0.37
H -0.33 0.41 -0.86
H 0.88 -0.27 -0.23
H -0.76 -0.22 -0.10

Computed properties:
**Total charge**: -1
**Energy relative to the best compared isomer or geometry (same formula, charge and spin)**: 152.3 kcal per mole
**E_HOMO**: -6.9 eV
**HOMO-LUMO gap**: 8.734 eV
**Electronic energy**: -2620.25056 Ha

=====

(2)
This record from OMol25 describes 9 unconnected molecules or ions with the total composition C15H48N10O9. The level of theory is ωB97M-V/def2-TZVPD.

Each line ends with the Mulliken charge.
Geometry (Å):
C  0.117  -3.448  -1.835  -0.68
O  1.499  -3.554  -1.515  -0.60
H  -0.385  -4.358  -2.027  0.49
H  0.199  -2.894  -2.723  0.42
H  -0.485  -2.818  -1.209  0.07
H  1.518  -3.266  -0.606  0.24
C  -3.288  -0.581  0.260  0.53
O  -3.607  -1.921  0.070  -0.76
N  -2.973  0.233  -0.710  -0.45
N  -3.158  0.022  1.410  -0.28
H  -3.348  -0.110  -1.631  0.20
H  -2.966  1.221  -0.610  -0.01
H  -3.444  -0.585  2.255  0.30
H  -2.579  0.925  1.597  0.21
C  0.278  -0.689  -0.109  -0.02
O  -0.236  -0.975  1.115  -0.55
N  -0.434  -0.346  -1.093  2.36
N  1.542  -0.823  -0.382  1.48
H  -1.519  -0.203  -1.073  -0.30
H  0.025  -0.296  -2.036  -1.00
H  2.167  -1.289  0.347  -0.04
H  2.074  -0.517  -1.236  0.13
C  -2.657  -0.326  -3.669  0.05
O  -1.444  -0.956  -3.993  -0.73
N  -2.942  0.914  -3.921  -0.22
N  -3.629  -0.895  -3.070  -0.46
H  -3.898  1.374  -4.059  0.26
H  -2.186  1.502  -4.281  0.25
H  -3.680  -1.928  -2.917  0.27
H  -4.599  -0.534  -3.023  0.31
C  2.817  -3.115  1.178  0.23
O  3.527  -3.855  0.281  -0.69
N  1.672  -3.383  1.621  -0.07
N  3.171  -1.918  1.498  -0.42
H  1.314  -4.299  1.563  0.23
H  1.136  -2.721  2.200  0.01
H  4.142  -1.683  1.331  0.24
H  2.817  -1.397  2.367  0.22
C  2.024  0.228  -3.292  0.43
O  1.656  1.360  -3.944  -0.70
N  1.365  -0.893  -3.399  -0.43
N  2.928  0.263  -2.430  -0.43
H  0.436  -0.878  -3.922  0.25
H  1.726  -1.726  -2.984  0.27
H  3.264  1.216  -2.314  0.22
H  3.677  -0.404  -2.528  0.23
C  -1.446  -0.696  6.053  -1.61
C  -0.703  -0.970  4.793  0.97
C  -0.832  -2.410  4.322  -1.15
O  -0.864  -0.256  3.821  -0.51
H  -1.270  0.339  6.359  0.37
H  -1.104  -1.351  6.843  0.37
H  -2.513  -0.684  6.010  0.41
H  0.386  -0.629  4.969  0.11
H  -0.058  -3.004  4.709  0.40
H  -0.680  -2.424  3.247  0.05
H  -1.759  -2.825  4.389  0.46
H  -0.294  -0.456  3.049  -0.08
C  1.324  1.786  2.081  -0.86
C  2.323  1.951  0.987  2.43
C  3.234  3.202  1.190  -1.82
O  3.126  1.011  0.745  -0.68
H  1.121  0.793  2.469  -0.26
H  0.323  2.117  1.759  0.06
H  1.578  2.447  2.930  0.49
H  1.761  2.068  0.084  -0.87
H  3.918  3.112  2.042  0.38
H  2.582  4.090  1.298  0.38
H  3.920  3.334  0.384  0.46
H  2.853  0.540  -0.021  0.07
C  -2.205  3.427  -1.884  -1.61
C  -0.800  2.881  -1.668  1.87
C  0.275  3.942  -2.048  -1.69
O  -0.594  2.374  -0.561  -0.56
H  -3.002  2.743  -1.556  0.40
H  -2.317  3.811  -2.893  0.43
H  -2.293  4.331  -1.237  0.38
H  -0.783  1.992  -2.412  -0.46
H  1.185  3.467  -1.802  0.28
H  0.375  4.799  -1.388  0.37
H  0.294  4.112  -3.079  0.48
H  -0.691  1.399  -0.540  -0.51

Atomic forces in eV per Å
C 0.78 0.92 -0.77
O -0.68 -0.31 0.50
H -0.29 -1.27 0.00
H -1.04 0.40 -1.70
H -0.09 0.02 0.92
H 0.75 -0.26 0.26
C -1.38 -7.02 0.96
O 1.22 6.91 0.71
N -0.94 0.32 -5.08
N -0.25 0.10 5.33
H 0.67 0.56 1.45
H -0.13 0.58 0.57
H 1.17 1.63 -1.80
H -1.50 -2.59 -0.60
C -0.74 -2.35 6.79
O 1.87 1.04 -3.77
N -4.19 2.21 -5.14
N 4.03 -1.41 0.99
H 2.39 -0.62 0.36
H -0.85 -0.20 1.43
H -1.24 1.31 -1.21
H -1.54 -0.45 1.18
C 7.29 -2.84 -3.44
O -6.02 3.24 1.96
N -0.13 5.23 -2.02
N -4.93 -5.62 1.94
H 1.95 -1.53 0.62
H -0.33 -0.48 0.10
H 0.76 1.31 -0.14
H 1.21 0.14 -0.33
C 5.88 -5.02 -5.89
O -2.96 3.19 4.50
N -5.38 -1.48 2.50
N 3.09 5.52 3.20
H -0.41 -0.97 -0.30
H 0.34 -0.51 -0.70
H -0.17 -0.01 -0.23
H 0.49 -1.33 -1.88
C -6.83 6.00 -7.84
O 1.24 -4.73 2.94
N -2.56 -0.97 -2.15
N 6.94 1.50 4.49
H 1.61 -0.26 0.58
H -0.08 -0.69 0.37
H 0.30 -0.20 -0.06
H 0.26 -0.31 0.24
C 0.02 1.59 0.58
C 4.73 -5.73 6.50
C 2.27 0.77 -0.80
O -4.20 8.55 -9.93
H 0.45 0.00 0.15
H 0.00 -0.18 0.12
H -0.98 -0.72 -0.46
H -0.08 -2.04 1.80
H 0.73 -1.28 0.97
H 0.22 0.21 -0.38
H -2.73 -1.19 0.92
H -0.75 0.01 0.22
C -1.38 0.95 1.68
C -2.56 6.31 0.33
C -1.53 0.60 0.74
O 6.19 -6.55 -0.06
H 0.61 -0.29 -0.21
H 0.37 0.07 -0.04
H -0.08 -0.43 -0.09
H -0.87 1.04 -0.69
H -0.57 -0.21 0.32
H 0.60 -0.14 0.07
H 0.12 0.08 -1.07
H -0.22 -0.71 -0.39
C -0.14 1.71 1.30
C -1.47 1.89 -9.48
C -0.45 -1.40 1.58
O 1.20 -3.40 9.54
H 0.17 0.20 -0.55
H -0.31 -0.31 -0.27
H -0.17 -0.46 -0.23
H 0.62 1.39 -0.12
H 1.33 -0.90 -0.13
H -1.00 0.51 -0.16
H -0.10 0.78 -1.48
H 0.37 0.61 -0.09

Computed properties:
**SMILES string**: NC(N)=O.NC(N)=O.NC(N)=O.NC(N)=O.NC(N)=O.CC(C)O.CC(C)O.CC(C)O.CO
**Energy relative to the best compared isomer or geometry (same formula, charge and spin)**: 144.5 kcal per mole
**E_HOMO**: -9.0 eV
**HOMO-LUMO gap**: 8.733 eV
**Electronic energy**: -1824.80948 Ha

=====

(3)
This record from OMol25 describes 9 unconnected molecules or ions with the total composition C15H48N6O15. The level of theory is ωB97M-V/def2-TZVPD.

Each line ends with the Mulliken charge.
Geometry (Å):
C  -7.001  2.447  25.297  0.75
O  -6.190  1.566  25.067  -0.65
N  -7.140  3.018  26.456  -0.41
N  -8.014  2.819  24.456  -0.37
H  -7.870  3.669  26.708  0.16
H  -6.596  2.511  27.139  0.25
H  -7.899  2.682  23.462  0.15
H  -8.695  3.482  24.799  0.15
C  -7.587  2.795  14.628  -5.48
O  -7.552  2.895  15.836  2.42
N  -6.736  2.073  13.985  0.04
N  -8.530  3.371  13.942  0.06
H  -5.948  1.581  14.382  0.37
H  -7.011  2.075  13.013  0.31
H  -8.417  3.271  12.943  0.54
H  -9.389  3.724  14.339  0.28
C  -7.090  2.376  19.504  0.70
O  -6.969  2.360  20.717  -0.83
N  -7.139  1.370  18.690  0.10
N  -7.273  3.400  18.755  1.08
H  -7.002  0.435  19.045  0.14
H  -7.226  1.513  17.693  -0.14
H  -7.348  3.228  17.763  0.02
H  -7.324  4.340  19.122  -0.41
C  -6.840  8.232  20.931  -0.55
C  -7.287  7.181  19.958  0.16
O  -8.455  7.675  19.321  -0.64
O  -7.392  8.155  22.253  -0.53
H  -6.975  9.137  20.339  0.44
H  -5.773  8.053  21.058  0.19
H  -7.465  6.217  20.434  0.00
H  -6.579  6.955  19.160  0.30
H  -8.789  6.903  18.859  0.39
H  -7.569  9.045  22.567  0.29
C  -3.907  5.802  23.836  -0.53
C  -5.338  5.241  23.619  0.21
O  -5.251  4.223  22.639  -0.27
O  -3.138  5.047  24.648  -0.52
H  -3.952  6.848  24.140  0.33
H  -3.477  5.953  22.846  0.07
H  -5.906  6.149  23.418  0.11
H  -5.691  4.911  24.596  0.14
H  -6.082  3.744  22.585  0.08
H  -2.354  4.930  24.108  0.38
C  -4.223  4.758  19.234  0.29
C  -2.608  4.785  19.448  -0.68
O  -2.038  3.553  19.147  -0.54
O  -4.651  4.494  17.939  -0.48
H  -4.595  5.700  19.635  -0.10
H  -4.538  3.942  19.884  0.20
H  -2.324  5.240  20.397  0.31
H  -2.379  5.524  18.680  0.35
H  -2.263  3.376  18.230  0.32
H  -4.994  3.606  17.815  0.29
C  -4.358  -2.940  19.356  -0.63
C  -4.349  -2.011  18.045  -0.22
O  -5.724  -1.812  17.661  -0.40
O  -5.310  -2.705  20.371  -0.51
H  -3.416  -2.957  19.904  0.34
H  -4.617  -3.971  19.114  0.37
H  -3.828  -2.627  17.313  0.23
H  -3.850  -1.043  18.003  0.24
H  -6.194  -2.336  18.313  0.28
H  -5.751  -3.550  20.486  0.32
C  -10.700  -0.587  16.143  -0.52
C  -11.929  0.072  15.512  -0.70
O  -11.478  1.266  14.942  -0.31
O  -10.080  0.095  17.246  -0.39
H  -9.939  -0.703  15.372  0.38
H  -10.895  -1.564  16.587  0.34
H  -12.862  0.044  16.075  0.28
H  -12.264  -0.546  14.679  0.34
H  -11.065  1.056  14.101  0.20
H  -9.616  0.862  16.900  0.23
C  -10.704  4.402  18.943  -0.31
C  -10.899  4.458  20.509  -0.15
O  -11.648  3.238  20.977  -0.54
O  -9.782  5.483  18.575  -0.42
H  -11.613  4.395  18.341  0.41
H  -10.144  3.516  18.644  0.06
H  -11.534  5.305  20.771  0.33
H  -9.923  4.485  20.992  0.07
H  -11.947  3.348  21.883  0.28
H  -9.690  5.621  17.629  0.22

Atomic forces in eV per Å
C -1.04 -1.91 -2.79
O 0.24 0.45 -0.15
N 0.81 1.05 3.97
N -0.16 0.23 -1.16
H 0.37 -0.35 -0.02
H -0.25 0.64 0.49
H -0.21 -0.12 0.06
H 0.24 -0.09 -0.53
C -0.56 0.28 2.94
O 0.13 0.15 3.76
N 1.77 -1.31 -2.82
N -1.53 1.31 -2.38
H -0.38 0.25 -0.07
H 1.09 -1.04 -0.64
H -0.88 0.28 -0.43
H 0.30 -0.12 0.07
C -0.30 -0.23 1.94
O 0.24 -0.10 1.41
N 0.51 -5.62 -1.19
N -0.55 5.66 -1.73
H -0.03 0.14 -0.26
H 0.03 -0.42 0.11
H -0.21 0.97 -0.17
H 0.04 -0.30 -0.16
C 1.62 -0.81 -0.22
C -1.02 -0.20 -0.13
O 0.17 0.03 0.17
O -0.49 0.15 -0.77
H -0.23 0.57 0.76
H 0.35 0.32 -0.03
H -0.21 -0.12 0.45
H 0.76 0.40 0.23
H -0.76 0.01 0.05
H -0.05 0.00 -0.09
C -2.57 1.48 -1.90
C 1.71 0.81 0.70
O -0.20 0.77 0.36
O 1.86 -1.13 0.73
H -0.41 0.23 0.80
H 0.14 -0.54 -0.44
H -0.65 -0.22 -0.93
H -0.07 -0.51 0.09
H -0.09 -0.24 -0.29
H 0.38 -0.63 0.66
C 1.81 -1.36 2.34
C -2.98 1.31 -2.07
O 0.54 -0.38 0.50
O 0.76 0.83 -1.14
H -0.28 0.13 -0.31
H -0.40 0.17 0.31
H -0.04 -0.74 0.22
H 0.80 0.26 -0.17
H -0.05 -0.10 -0.11
H -0.08 0.01 0.43
C 0.93 0.12 -0.11
C -1.22 -1.25 0.90
O 0.92 -0.24 0.09
O -1.11 0.94 0.05
H 0.55 0.15 -0.68
H 0.77 -0.07 -1.23
H -0.02 -0.15 -0.25
H 0.01 -0.01 0.92
H -0.62 0.20 -0.01
H -0.25 0.35 0.32
C 0.22 -0.31 1.09
C 0.92 -1.56 -0.88
O -0.85 1.48 0.61
O -0.61 0.03 -0.31
H -0.10 -0.13 -0.30
H -0.37 -0.22 -0.33
H 0.36 1.20 0.76
H 0.27 -0.72 -0.24
H 0.23 0.05 -0.30
H 0.02 0.29 -0.14
C 1.42 -0.28 0.30
C -1.29 -1.35 -0.59
O 1.04 1.03 -1.36
O -0.83 0.01 0.80
H -0.20 0.44 0.36
H -0.31 -0.47 0.46
H 0.38 0.28 -0.03
H -0.03 0.15 -0.07
H 0.20 0.38 -0.01
H -0.43 -0.63 -0.30

Computed properties:
**Total charge**: -1
**2S+1**: 2
**E_HOMO (spin up / spin down)**: 0.1 / -6.9 eV
**HOMO-LUMO gap (spin up / spin down)**: 2.093 / 9.113 eV
**Electronic energy**: -2057.30862 Ha